#P
# CH4ClN2P

The molecule CH4ClN2P (ωB97M-V/def2-TZVPD, the OMol25 dataset).

Its LUMO energy is 0.0180 Ha. The calculation puts the HOMO energy at -8.331 eV. The structure (SMILES) is C/N=N/PCl. The spin multiplicity is 1. The net charge is 0.

Element x y z (Å)
1 C 0.78065 -0.20491 0.34086
2 N -0.40921 0.59325 0.45742
3 N -1.52795 0.16859 0.17338
4 P -2.99585 0.98752 -0.03053
5 Cl -4.05346 -0.71156 0.02956
6 H 1.46320 0.55125 -0.27763
7 H 0.87671 -1.31148 0.04102
8 H 1.11403 -0.18242 1.42251
9 H -2.53534 1.09134 -1.46749

Results of the natural (NBO) charge analysis, in e, for atoms 1 through 8: -0.475, -0.141, -0.509, 0.758, -0.270, 0.231, 0.207, 0.226

#Q
# CH4ClN2P

A structure of composition CH4ClN2P (ωB97M-V/def2-TZVPD, the OMol25 dataset).

Its LUMO energy is -0.0001 Ha. The calculation puts the HOMO energy at -8.144 eV. The spin multiplicity is 1. The net charge is 0.

Element x y z (Å)
1 C -0.31593 -0.66844 -1.57473
2 N -0.25459 -0.44553 -0.16079
3 N -0.10148 0.70720 0.15872
4 P -0.06591 1.12615 2.34929
5 Cl 1.86285 1.59722 2.13152
6 H 0.52306 -1.08906 -2.05593
7 H -0.50726 0.29400 -1.94554
8 H -1.22621 -1.19272 -1.67059
9 H 0.08547 -0.32883 2.76805

Results of the natural (NBO) charge analysis, in e, for atoms 1 through 8: -0.465, -0.177, -0.238, 0.564, -0.278, 0.224, 0.197, 0.215

Most stable structure, least stable structure: #P, #Q.